Molecular formula: C25H46O2P2Ti
Method: DFT, the ωB97M-V functional and the def2-TZVPD basis

Output
Spin multiplicity   2
Net charge   +1
Energy above the lowest of the compared OMol25 structures with the same formula, charge and spin   0.0 kJ/mol
Gap between HOMO and LUMO (alpha / beta)   7.38 / 7.23 eV
LUMO level (alpha / beta)   -3.0306 / -3.3468 eV
Total energy   -2662.56103 Eh
<S²>   0.77

Each line ends with the Mulliken charge.
Geometry (Å):
1 H 3.30625 0.66209 2.42037  0.330
2 C -1.08985 -0.96652 -3.09425  -0.555
3 C 1.44656 0.39396 -1.71587  1.320
4 H -3.95938 1.50726 -1.28369  0.352
5 H -2.85789 0.34710 -2.06776  0.397
6 H 2.33137 -2.13844 -1.68050  -0.311
7 C -1.85144 1.68264 0.99999  1.268
8 H -1.36812 3.50604 -0.06120  0.180
9 C -1.01917 0.28465 -3.90262  -1.929
10 H 0.12374 2.07189 -1.25349  0.065
11 C -0.07436 1.41730 -3.38016  -1.446
12 H 3.10678 -0.67146 -2.63136  0.641
13 C 2.12952 -0.25096 -2.90235  -2.274
14 C 2.07082 3.40031 0.02531  -1.443
15 P 1.73741 2.03750 1.18603  1.832
16 C 1.46644 2.87460 2.78322  -1.230
17 H 2.36400 0.47611 -3.69420  0.643
18 C -1.78154 1.44804 3.58234  -1.978
19 H -4.04620 -1.56211 -0.47475  0.194
20 H -1.62567 2.52715 3.57945  0.503
21 H 1.17633 4.03325 -0.06023  0.298
22 H 1.12809 -0.93746 -4.66492  0.422
23 P 0.88119 -2.61050 0.22851  1.827
24 H -1.11894 3.57804 1.69743  0.418
25 C 3.32965 1.23078 1.48534  -1.307
26 H -2.85129 -2.63924 0.33436  0.432
27 H -2.77625 3.63459 1.02975  0.380
28 H 1.71187 -4.35043 1.71342  0.498
29 H -2.32512 2.03767 -1.83928  0.221
30 H 0.43281 -4.81059 -0.72499  0.497
31 C -2.97048 -1.71525 -0.25044  -1.323
32 C -0.17063 -3.93404 -0.44768  -1.520
33 C -0.00180 -1.75096 -3.00594  -0.243
34 C -2.30329 0.79632 -0.07760  -0.271
35 H 3.03437 -3.41258 -0.62378  0.679
36 H -0.04828 -1.19063 3.35626  0.271
37 H -2.07609 -1.32783 -2.81348  1.471
38 C 1.36056 -3.31709 1.83400  -1.427
39 C -2.89373 1.20680 -1.38516  -1.249
40 O 0.79654 -0.31617 1.62490  0.308
41 H 3.09851 -1.68826 -0.14507  0.151
42 H -0.59834 2.37912 -3.49154  0.533
43 C 2.48159 -2.46190 -0.64077  -0.859
44 H 1.93073 -2.23055 -3.81317  0.468
45 C -1.77529 3.17392 0.90945  -1.676
46 H 0.47192 3.33031 2.84930  0.232
47 H 4.07899 2.02506 1.55888  0.504
48 H -0.65597 0.07562 -4.92450  0.675
49 C 0.74488 -0.49412 2.97014  -0.627
50 Ti -0.18368 0.04584 -0.09938  -0.441
51 H 2.28470 2.98196 -0.96657  0.296
52 H 0.49663 -3.32873 2.50568  0.343
53 H -1.94714 -2.49689 2.53698  0.425
54 H -3.38489 -1.61334 3.12465  0.307
55 C -2.05485 -0.44759 1.88656  1.057
56 H 2.92567 3.97284 0.40639  0.578
57 C -1.80226 0.91215 2.20475  1.051
58 H 1.57922 2.17295 3.61716  0.317
59 C -2.30767 -1.51438 2.88586  -2.234
60 H 3.59315 0.54233 0.67530  0.228
61 H -2.73158 1.24605 4.09893  0.379
62 H -0.98004 0.99942 4.17902  0.282
63 H 0.74453 1.46755 -4.12238  0.389
64 H -0.72930 -3.56455 -1.31628  0.262
65 C -2.37844 -0.54941 0.47318  0.620
66 H 2.15556 -2.73525 2.30967  0.388
67 H -0.93150 -4.20319 0.30149  0.363
68 C 0.40655 1.25779 -1.95818  0.762
69 H -2.44956 -1.84546 -1.21155  -0.011
70 H 2.00657 0.37619 -0.75231  -0.838
71 H -1.79709 -1.28325 3.83378  0.561
72 C 1.29550 -1.34335 -3.64857  -1.508
73 H -0.04612 -2.79610 -2.68714  0.836
74 O 1.51300 0.01436 3.78319  -0.640
75 H -2.01583 0.71492 -4.03922  0.339
76 H 2.23709 3.65612 2.86133  0.544

Molecular formula: CH3NS2
Method: DFT, the ωB97M-V functional and the def2-TZVPD basis

Output
Energy above the lowest of the compared OMol25 structures with the same formula, charge and spin   44.1 kJ/mol
Gap between HOMO and LUMO   10.35 eV
LUMO level   0.6858 eV
Total energy   -891.01153 Eh
Structure (SMILES)   N=C=S.S

Each line ends with the natural charge from an NBO analysis.
Geometry (Å):
1 N -1.44714 -1.62139 0.49346  -0.668
2 H 3.07977 0.94391 -0.11815  0.138
3 S -2.49902 0.74573 -0.38863  0.014
4 H -0.59005 -2.11536 0.59740  0.428
5 S 1.92223 1.49729 0.22160  -0.278
6 C -1.80617 -0.55073 0.09844  0.225
7 H 1.34038 1.10055 -0.90411  0.141

Molecular formula: C3H5NO3
Method: DFT, the ωB97M-V functional and the def2-TZVPD basis

Output
Energy above the lowest of the compared OMol25 structures with the same formula, charge and spin   107.0 kJ/mol
Gap between HOMO and LUMO   10.89 eV
LUMO level   0.7212 eV
Total energy   -397.79595 Eh
Structure (SMILES)   NC(=O)COC=O

Each line ends with the natural charge from an NBO analysis.
Geometry (Å):
1 H 0.85698 0.45046 1.58846  0.227
2 C 1.11092 -1.49791 -0.13940  0.651
3 O 1.84486 -0.64777 -0.56637  -0.574
4 H -2.03052 0.50450 -0.98289  0.388
5 H -0.87481 1.15625 -1.95871  0.391
6 C -0.05207 0.07631 1.10559  -0.194
7 H -0.87521 0.07380 1.82532  0.219
8 C -0.32360 1.03774 -0.05492  0.672
9 O 0.10407 -1.28678 0.72030  -0.492
10 O 0.09706 2.16945 0.01423  -0.545
11 N -1.02709 0.53104 -1.16961  -0.872
12 H 1.16943 -2.56709 -0.38203  0.130

- What is the energy above the lowest of the compared OMol25 structures with the same formula, charge and spin in the second record?
  44.1 kJ/mol

- Which of these has the lowest total energy?
  C25H46O2P2Ti

- Number 3 is which compound?
  C3H5NO3